*a*
Below is an isolated molecule of C8H10N2O2, with properties calculated with the ωB97M-V functional and the def2-TZVPD basis.

As for the molar mass: 166.180 g mol⁻¹. The HOMO energy comes out at -9.033 eV. The LUMO energy comes out at 0.022 Eh. The calculation puts the HOMO-LUMO gap at 0.3540 Eh.

ORCA input file:
```
! wB97M-V def2-TZVPD RIJCOSX def2/J DEFGRID3
* xyz 0 1
O -2.054 0.181 1.505
O -0.583 1.550 0.137
N -1.498 -2.437 -0.592
N -2.371 -0.500 0.274
C -0.717 2.333 -0.979
C 1.681 1.062 0.425
C 1.155 -1.789 -0.022
C 0.415 0.633 0.152
C 2.527 -1.356 0.069
C 0.134 -0.745 0.028
C -1.311 -1.283 -0.194
C 2.655 0.007 0.470
H 1.828 2.158 0.518
H 3.340 -2.062 0.072
H -1.799 1.048 1.249
H -0.007 3.261 -0.746
H -1.788 2.731 -1.079
H -2.419 -2.703 -0.305
H 3.645 0.399 0.642
H -0.618 1.580 -1.798
H 0.880 -2.844 -0.148
H -3.093 -1.227 0.322
*
```

Atomic partial charges in e from the Löwdin method, atoms 1 to 5:
1. O -0.03
2. O -0.20
3. N 0.15
4. N 0.01
5. C -0.08



*b*
Below is an isolated molecule of C8H10N2O2, with properties calculated with the ωB97M-V functional and the def2-TZVPD basis.

As for the molar mass: 166.180 g mol⁻¹. The HOMO energy comes out at -8.532 eV. The LUMO energy comes out at 0.020 Eh. The calculation puts the HOMO-LUMO gap at 0.3333 Eh.

ORCA input file:
```
! wB97M-V def2-TZVPD RIJCOSX def2/J DEFGRID3
* xyz 0 1
O -0.670 -0.645 -2.356
O -4.287 -0.057 -2.322
N -2.398 0.315 0.681
N -0.260 -0.215 0.017
C -0.709 0.788 2.399
C -3.477 -0.082 -1.506
C -1.147 0.314 1.027
C 1.224 -0.220 0.091
C -2.446 -0.057 -0.679
C -1.093 -0.406 -1.262
C 1.888 -1.497 -0.230
C 1.705 0.846 -0.833
H 1.434 -0.006 1.090
H 0.152 1.384 2.155
H -1.397 1.463 3.040
H 3.022 -1.414 0.099
H 2.647 1.269 -0.492
H -0.336 -0.113 2.979
H 0.980 1.636 -0.783
H 1.876 -1.434 -1.333
H 1.502 -2.481 0.111
H 1.792 0.610 -1.892
*
```

Atomic partial charges in e from the Löwdin method, atoms 1 to 5:
1. O 0.10
2. O 0.24
3. N 0.11
4. N 0.07
5. C -0.02



Name the least stable of them. *a*.



*a*
Below is the ion C7H11N2O with charge +1, with properties calculated with the ωB97M-V functional and the def2-TZVPD basis.

As for the molar mass: 139.178 g mol⁻¹. The HOMO energy (alpha / beta) comes out at -9.106 / -14.023 eV. The LUMO energy (alpha / beta) comes out at -0.112 / -0.208 Eh. The calculation puts the HOMO-LUMO gap (alpha / beta) at 0.2230 / 0.3068 Eh.

ORCA input file:
```
! wB97M-V def2-TZVPD RIJCOSX def2/J DEFGRID3
* xyz 1 3
O 0.599 -2.351 -0.053
N -0.417 1.136 0.948
N 1.392 1.172 2.086
C -0.432 -2.319 -2.254
C 0.093 1.503 2.091
C 0.333 -1.857 -1.118
C 0.612 0.535 0.143
C -1.875 1.401 0.745
C 1.740 0.571 0.920
C 0.714 -0.268 -1.170
H -2.010 2.489 0.447
H 1.655 -0.086 -1.563
H 0.004 0.120 -1.892
H -1.521 -2.046 -2.268
H -2.554 1.289 1.641
H -0.591 1.903 2.908
H 1.970 1.300 2.951
H -2.195 0.641 0.069
H 2.698 0.183 0.794
H -0.316 -3.396 -2.180
H 0.101 -1.919 -3.245
*
```

Atomic partial charges in e from the Löwdin method, atoms 1 to 5:
1. O 0.20
2. N -0.03
3. N 0.11
4. C -0.06
5. C -0.06



*b*
Below is the ion C7H11N2O with charge +1, with properties calculated with the ωB97M-V functional and the def2-TZVPD basis.

As for the molar mass: 139.178 g mol⁻¹. The HOMO energy (alpha / beta) comes out at -10.630 / -14.000 eV. The LUMO energy (alpha / beta) comes out at -0.110 / -0.263 Eh. The calculation puts the HOMO-LUMO gap (alpha / beta) at 0.2807 / 0.2511 Eh.

ORCA input file:
```
! wB97M-V def2-TZVPD RIJCOSX def2/J DEFGRID3
* xyz 1 3
O -0.924 1.677 -0.101
N 1.267 1.045 -2.219
N -2.560 -0.519 0.343
C -1.731 -0.994 1.263
C 0.369 -1.604 0.060
C 0.619 0.388 -1.241
C 0.201 1.296 -0.130
C 1.213 1.477 0.985
C -0.454 -1.530 1.169
C 0.735 -0.915 -1.089
H 1.387 0.688 -3.185
H 1.316 2.081 -2.232
H 2.131 1.372 0.461
H 0.871 0.645 1.654
H 1.067 -2.525 0.195
H -3.366 -0.037 0.663
H 1.040 2.372 1.513
H 1.302 -1.507 -1.859
H -2.159 0.006 -0.471
H -2.070 -1.204 2.272
H -0.253 -2.209 1.950
*
```

Atomic partial charges in e from the Löwdin method, atoms 1 to 5:
1. O 0.12
2. N 0.21
3. N 0.18
4. C -0.13
5. C -0.08



Name the least stable of them. *a*.



*a*
Below is a cluster of 2 separate species, C6H16S2 in total, with properties calculated with the ωB97M-V functional and the def2-TZVPD basis.

As for the molar mass: 152.328 g mol⁻¹. The HOMO energy comes out at -8.872 eV. The LUMO energy comes out at 0.033 Eh. The calculation puts the HOMO-LUMO gap at 0.3591 Eh.

ORCA input file:
```
! wB97M-V def2-TZVPD RIJCOSX def2/J DEFGRID3
* xyz 0 1
S -0.163 -1.256 0.525
S -1.918 2.142 -3.475
C -0.711 2.405 -0.375
C 0.426 -3.286 2.335
C 0.107 2.723 -1.683
C 1.695 -3.825 1.645
C -0.704 3.347 -2.818
C 0.379 -1.749 2.170
H 1.700 -3.567 0.573
H -1.107 -2.208 0.368
H 1.729 -4.923 1.744
H -1.627 1.804 -0.505
H 1.346 -1.219 2.273
H 0.514 1.765 -2.058
H -0.520 -3.745 1.988
H -1.152 4.283 -2.432
H -0.349 -1.255 2.841
H -0.084 1.929 0.397
H 0.517 -3.482 3.421
H 0.049 3.624 -3.579
H -0.997 3.411 -0.025
H 0.963 3.377 -1.427
H -2.692 3.106 -4.017
H 2.599 -3.401 2.114
*
```

Atomic partial charges in e from the Löwdin method, atoms 1 to 5:
1. S 0.69
2. S 0.68
3. C -0.14
4. C -0.33
5. C -0.35



*b*
Below is a cluster of 2 separate species, C6H16S2 in total, with properties calculated with the ωB97M-V functional and the def2-TZVPD basis.

As for the molar mass: 152.328 g mol⁻¹. The HOMO energy comes out at -8.408 eV. The LUMO energy comes out at 0.038 Eh. The calculation puts the HOMO-LUMO gap at 0.3470 Eh.

ORCA input file:
```
! wB97M-V def2-TZVPD RIJCOSX def2/J DEFGRID3
* xyz 0 1
S 5.353 -1.455 3.125
S -4.237 2.440 -2.341
C 3.530 0.590 3.399
C 3.968 -0.584 2.457
C -4.741 0.367 -4.103
C -4.488 1.677 -0.762
C 5.303 -2.916 2.119
C -3.545 1.124 -3.415
H 4.207 -0.320 1.409
H -5.215 1.017 -4.858
H 3.366 0.279 4.444
H -5.475 0.160 -3.306
H -2.907 1.598 -4.186
H 4.328 -3.428 2.165
H -4.464 -0.586 -4.584
H 4.307 1.373 3.383
H -5.364 2.144 -0.281
H -3.604 1.848 -0.124
H 5.544 -2.712 1.062
H -4.663 0.591 -0.836
H -2.889 0.521 -2.759
H 6.074 -3.588 2.532
H 3.020 -1.156 2.452
H 2.592 1.018 3.008
*
```

Atomic partial charges in e from the Löwdin method, atoms 1 to 5:
1. S 0.78
2. S 0.76
3. C -0.18
4. C -0.61
5. C -0.18



Name the least stable of them. *b*.